Entry 1:
Computed, not measured: 9 unconnected molecules or ions with the total composition C26H65N5O9, with wB97M-V/def2-TZVPD.

Orbital gap (eV): 9.5
Largest force on an atom (Eh/bohr): 0.08567
SMILES: CC(N)=O.CC(N)=O.CC(N)=O.CC(N)=O.CC(N)=O.CCOCC.CCOCC.CCOCC.CCOCC
Lowest unoccupied orbital energy (Eh): 0.0195
Highest occupied orbital energy (Eh): -0.330
Energy relative to the best compared isomer or geometry (same formula, charge and spin) (eV): 2.9280

Each line ends with the Mulliken charge.
CARTESIAN COORDINATES (ANGSTROEM)
C 2.047545 -0.069073 -5.453214  -0.93
C 1.377192 0.857230 -4.525539  0.51
N 0.622426 1.915795 -4.986630  -0.44
O 1.348747 0.586414 -3.351962  -0.23
H 3.056017 -0.081151 -4.992287  0.21
H 2.110936 0.308354 -6.497616  0.43
H 1.463782 -1.033942 -5.430475  0.12
H 0.679580 2.425904 -5.815123  0.20
H 0.247069 2.534565 -4.286182  0.08
C -1.545105 -0.641922 -2.894869  0.75
C -0.909451 -1.892636 -3.382854  0.33
N -1.160265 -2.982490 -2.570189  -0.24
O -0.355567 -2.090360 -4.413012  -0.71
H -0.831369 0.134497 -3.000696  -0.71
H -1.867360 -0.679434 -1.841383  -0.42
H -2.407120 -0.471882 -3.557205  0.46
H -1.837624 -2.974670 -1.796259  0.15
H -0.833179 -3.785073 -3.053222  0.26
C 3.539642 -3.394470 3.628610  -1.14
C 2.223082 -2.606129 3.542468  0.73
N 2.246849 -1.378635 2.941187  -0.26
O 1.234945 -3.121198 4.075977  -0.64
H 3.490130 -4.249010 2.935021  0.26
H 3.664942 -3.584424 4.678733  0.33
H 4.448059 -2.852976 3.352584  0.35
H 1.289208 -1.143255 2.604023  0.28
H 2.920022 -1.293701 2.241135  0.25
C -2.027412 -3.321104 3.349449  -0.83
C -2.967751 -2.251366 2.886327  0.61
N -2.513267 -0.917587 2.902089  -0.44
O -4.131785 -2.534437 2.611095  -0.62
H -2.002121 -4.137340 2.613337  0.20
H -2.385403 -3.734384 4.251206  0.34
H -1.028060 -2.853590 3.613918  0.26
H -3.130312 -0.417688 2.309102  0.32
H -1.531693 -0.816031 2.603841  0.11
C -0.876353 1.793514 0.837890  0.06
C -0.002192 0.504583 0.658247  0.28
N 0.681172 0.365919 -0.494093  1.42
O 0.136835 -0.288071 1.583521  -0.88
H -1.705022 1.730858 0.096870  -0.28
H -0.253843 2.678273 0.713176  0.04
H -1.308294 1.729864 1.857968  0.22
H 1.417275 -0.309284 -0.621183  -0.53
H 0.559547 0.850839 -1.360774  -0.42
C 2.661807 -3.373230 -1.730540  -0.94
C 3.618114 -2.278020 -1.797202  -0.05
O 3.441823 -1.414961 -0.690629  -0.08
C 4.284174 -0.322911 -0.691108  -0.17
C 5.770726 -0.683260 -0.451373  -1.36
H 1.581143 -2.913117 -1.617248  -0.07
H 2.667497 -4.197884 -2.449309  0.42
H 2.742848 -3.902259 -0.752002  0.25
H 4.687979 -2.651589 -1.741601  0.29
H 3.540336 -1.727616 -2.763160  0.13
H 4.265888 0.226273 -1.645355  0.18
H 3.918711 0.442818 0.016576  0.35
H 6.183248 -1.220511 -1.351457  0.31
H 5.834618 -1.431462 0.343148  0.28
H 6.358917 0.192300 -0.240188  0.43
C -4.582172 -0.508890 -0.741964  -0.50
C -5.120062 -1.852764 -0.340149  -0.61
O -4.053372 -2.816378 -0.497425  -0.08
C -4.457713 -4.183209 -0.744314  -0.37
C -5.146990 -4.844831 0.493893  -1.08
H -4.594802 -0.449837 -1.886929  0.24
H -5.233034 0.259057 -0.319529  0.45
H -3.549961 -0.452338 -0.378719  -0.33
H -5.555769 -1.840145 0.645545  0.24
H -5.897723 -2.186020 -0.996176  0.58
H -5.283750 -4.209132 -1.540963  0.32
H -3.577741 -4.793599 -0.975450  0.30
H -5.242296 -5.931752 0.404615  0.41
H -6.113034 -4.453730 0.679105  0.31
H -4.556036 -4.598181 1.383363  0.16
C 2.499654 3.771488 -1.485436  -1.02
C 1.151225 4.476741 -1.401086  -0.47
O 0.131548 3.613112 -1.828713  -0.08
C -1.137143 4.329970 -2.044328  -0.61
C -2.160735 3.332538 -2.640995  -0.40
H 2.695218 3.341977 -2.459348  0.18
H 3.284909 4.472562 -1.336973  0.50
H 2.505611 2.939322 -0.790512  0.14
H 0.949252 4.881083 -0.415259  0.32
H 1.111234 5.371801 -2.025657  0.42
H -1.484332 4.649851 -1.061719  0.30
H -0.912183 5.221948 -2.630952  0.45
H -2.208666 2.546115 -1.857171  -0.15
H -1.798061 2.793251 -3.558636  0.13
H -3.130601 3.803150 -2.750230  0.42
C 1.738084 1.892116 4.711895  -0.74
C 1.874180 3.362695 4.329628  -0.43
O 0.807900 3.788494 3.474874  -0.31
C -0.379201 3.895766 4.147209  -0.36
C -1.312642 4.821453 3.324549  -1.05
H 1.139402 1.720856 5.613716  0.35
H 1.149480 1.373782 3.911413  -0.03
H 2.702296 1.372139 4.797790  0.36
H 1.866590 3.944887 5.213594  0.40
H 2.777239 3.478180 3.685106  0.31
H -0.845304 2.916647 4.312289  0.27
H -0.230472 4.208204 5.197410  0.50
H -0.720776 5.702725 2.985705  0.27
H -2.125381 5.265394 3.927508  0.38
H -1.726116 4.319609 2.467885  0.12

Cartesian forces (eV/Å) of the 2 atoms listed first:
0.5 0.0 -1.0
-1.8 0.7 -0.9

---

Entry 2:
Computed, not measured: a molecular structure, C27H15BrF10N2O8PS2Ti, with wB97M-V/def2-TZVPD.

Net charge: +3
Orbital gap (eV): 6.2
Largest force on an atom (Eh/bohr): 0.03091
Lowest unoccupied orbital energy (Eh): -0.4010
Highest occupied orbital energy (Eh): -0.629

Each line ends with the Mulliken charge.
CARTESIAN COORDINATES (ANGSTROEM)
Ti 0.892953 -0.562717 0.058346  -0.31
O -0.813677 -4.464429 0.080050  -0.43
C -0.103037 -3.390374 0.198874  0.18
O -0.529444 -2.257420 0.421452  0.01
C 1.375143 -3.580942 0.110235  0.29
C 2.075594 -4.763395 -0.046354  -0.60
C 3.464451 -4.702230 -0.004343  -1.00
C 4.102331 -3.484301 0.239744  -0.85
C 3.314395 -2.362019 0.389187  0.88
N 1.984249 -2.416548 0.294460  0.61
C 3.696440 -0.957407 0.737920  0.52
O 4.881663 -0.551006 1.021233  -0.39
O 2.756898 -0.144178 0.794049  -0.40
H -1.767635 -4.294412 0.190817  0.44
H 1.552924 -5.699420 -0.193180  0.66
H 4.051636 -5.602022 -0.135208  0.51
H 5.182169 -3.442564 0.311450  0.44
H 5.571691 -1.235328 1.001497  0.34
F -3.210139 -0.893984 6.027971  -0.23
C -2.778567 -0.530782 4.849086  0.58
C -3.587623 0.201232 3.998406  0.23
F -4.796083 0.541434 4.374222  -0.24
C -3.114948 0.583057 2.746725  0.18
F -3.920573 1.313583 1.995825  -0.27
C -1.842496 0.238139 2.306371  -0.21
P -1.211814 0.785319 0.706556  1.55
C -2.465011 0.712337 -0.563987  0.67
C -2.704840 -0.465341 -1.278062  -0.57
C -3.706843 -0.501664 -2.232362  -0.79
C -4.465688 0.633653 -2.486329  -0.69
C -4.233247 1.805421 -1.777362  -0.98
C -3.238028 1.852094 -0.817499  -0.52
C -0.641278 2.460345 0.947718  1.46
C -0.621391 3.367709 -0.116534  -0.51
C -0.102059 4.635224 0.078860  -1.08
C 0.425135 4.992749 1.315985  -0.70
C 0.429621 4.085186 2.367189  -0.87
C -0.102125 2.818302 2.187781  -0.94
C -1.057635 -0.485178 3.199237  0.05
Br 0.739030 -0.903878 2.790369  -0.01
C -1.490372 -0.872383 4.444682  0.43
F -0.706297 -1.553922 5.260843  -0.29
H -2.129415 -1.356092 -1.082998  0.31
H -3.901482 -1.414792 -2.778932  0.51
H -5.244864 0.605238 -3.236503  0.46
H -4.832838 2.685189 -1.967196  0.49
H -3.083983 2.764079 -0.257648  0.65
H -1.010998 3.095833 -1.089823  0.67
H -0.117031 5.350340 -0.732850  0.52
H 0.825154 5.987423 1.462175  0.47
H 0.829745 4.370588 3.330487  0.51
H -0.128293 2.135861 3.028337  0.37
F -0.693501 -0.443680 -4.132473  -0.13
C 0.377851 -1.148160 -4.394826  0.65
F 1.139218 -0.566383 -5.281553  -0.16
F 0.076216 -2.376732 -4.726075  -0.16
S 1.434167 -1.288551 -2.806557  1.07
O 0.380311 -1.111985 -1.669660  -0.06
O 2.077430 -2.552448 -2.786508  -0.61
N 2.423533 -0.086774 -2.664274  -0.58
S 1.799023 1.318092 -2.216876  1.23
O 1.287102 1.131568 -0.786956  0.13
O 0.865979 1.926765 -3.091818  -0.59
C 3.351616 2.353363 -2.011260  0.55
F 2.938283 3.524924 -1.596251  -0.13
F 4.131312 1.780993 -1.121936  -0.15
F 3.919993 2.407404 -3.183946  -0.15

Cartesian forces (eV/Å) of the 2 atoms listed first:
-0.7 0.1 1.4
0.0 0.2 0.1

---

Entry 3:
Computed, not measured: a molecular structure, C19H33AsO5Zr, with wB97M-V/def2-TZVPD.

Net charge: +4
Orbital gap (eV): 6.6
Largest force on an atom (Eh/bohr): 0.02938
Lowest unoccupied orbital energy (Eh): -0.4848
Highest occupied orbital energy (Eh): -0.726
Energy relative to the best compared isomer or geometry (same formula, charge and spin) (eV): 0.2470

Each line ends with the natural charge from an NBO analysis.
CARTESIAN COORDINATES (ANGSTROEM)
Zr -0.178917 0.323337 -1.117010  2.13
C -2.784977 -0.884298 -2.211638  -0.08
C -1.799411 -1.810291 -2.886275  -0.09
O -0.475074 -1.575807 -2.289635  -0.62
C 0.640725 -1.969217 -3.157754  -0.09
C 1.138154 -0.725306 -3.846556  -0.09
O 1.202817 0.270343 -2.760044  -0.65
C 1.951151 1.514572 -3.001123  -0.09
C 2.553238 1.867156 -1.661741  -0.09
O 1.500932 1.717749 -0.634089  -0.63
C 1.060510 2.942261 0.036622  -0.09
C -0.046692 3.554337 -0.796928  -0.10
O -0.894973 2.430851 -1.206881  -0.65
C -2.038070 2.784996 -2.052069  -0.09
C -2.964276 1.596234 -2.002163  -0.08
O -2.090067 0.415263 -2.112114  -0.64
H -3.063470 -1.184242 -1.203451  0.23
H -3.679318 -0.756987 -2.821566  0.27
H -1.728405 -1.591876 -3.952004  0.23
H -2.072764 -2.854694 -2.736472  0.27
H 0.309896 -2.728217 -3.865629  0.27
H 1.396584 -2.405208 -2.506082  0.24
H 0.460506 -0.338855 -4.608522  0.23
H 2.137693 -0.859073 -4.258893  0.27
H 1.248319 2.257972 -3.379280  0.22
H 2.714999 1.328766 -3.755736  0.27
H 2.927948 2.889666 -1.649141  0.26
H 3.353623 1.185208 -1.379946  0.25
H 1.904220 3.622212 0.145017  0.27
H 0.726285 2.638105 1.026534  0.23
H 0.319521 4.049948 -1.697600  0.23
H -0.646272 4.253253 -0.212748  0.26
H -1.667930 2.987596 -3.057968  0.23
H -2.523736 3.674547 -1.650734  0.27
H -3.652183 1.597441 -2.847198  0.27
H -3.517541 1.521079 -1.065461  0.23
C 1.291729 -1.058577 0.659419  -0.99
As -0.672469 -1.361250 0.904475  0.57
C -1.188694 0.456581 1.506218  -0.99
C -0.810112 -2.688687 3.079586  -0.17
C 0.064906 -2.218780 4.048213  -0.22
C 1.349774 -2.823685 4.199023  -0.08
C 2.140051 -2.492275 5.267661  -0.22
C 1.679838 -1.550371 6.199286  0.01
C 0.426829 -0.932009 6.067103  -0.24
C -0.373799 -1.252433 5.003460  -0.03
H 1.752363 -2.015608 0.912536  0.32
H 1.711373 -0.287354 1.302679  0.27
H 1.677331 -0.910972 -0.375637  0.20
H -2.141847 0.330395 2.024353  0.31
H -1.467360 1.179792 0.709367  0.20
H -0.484100 0.932216 2.186802  0.27
H -0.588584 -3.627609 2.582458  0.24
H -1.869910 -2.472987 3.176536  0.24
H 1.666149 -3.594737 3.505804  0.24
H 3.096080 -2.975520 5.416231  0.27
H 2.298356 -1.310428 7.056092  0.27
H 0.086844 -0.236833 6.822566  0.27
H -1.367793 -0.827683 4.922047  0.22

Cartesian forces (eV/Å) of the 2 atoms listed first:
-0.2 -0.8 0.7
0.1 0.0 -0.1

---

Entry 4:
Computed, not measured: 8 unconnected molecules or ions with the total composition C11H35BIO10, with wB97M-V/def2-TZVPD.

Net charge: -1
Orbital gap (eV): 4.2
Largest force on an atom (Eh/bohr): 0.10692
Lowest unoccupied orbital energy (Eh): 0.0869
Highest occupied orbital energy (Eh): -0.066

Each line ends with the natural charge from an NBO analysis.
CARTESIAN COORDINATES (ANGSTROEM)
O 2.381296 1.857088 0.549099  -0.64
C 1.363435 1.293865 0.058474  0.50
I 1.012654 -0.755239 0.674151  -0.01
C 0.456234 2.172231 -0.914846  -0.55
C -0.449242 1.362191 -1.936515  -0.64
C -1.775173 0.749862 -1.285126  -0.86
B -2.771780 1.808005 -0.573123  1.17
O -3.889483 1.317255 0.239452  -0.97
O -2.643225 3.258942 -0.621352  -0.96
H 1.193774 2.784305 -1.552915  0.24
H -0.086814 2.942408 -0.260971  0.15
H -0.823354 2.160791 -2.694346  0.17
H -1.612416 -0.102635 -0.547206  0.22
H -2.378885 0.289988 -2.157117  0.24
H -4.659406 1.876203 0.002684  0.48
H -2.269621 3.482739 0.261528  0.48
C -5.607317 -2.219017 0.975670  -0.24
O -5.109530 -1.420422 2.037942  -0.74
H -5.846871 -3.209281 1.362874  0.17
H -6.512142 -1.763275 0.564038  0.15
H -4.846881 -2.309808 0.196232  0.18
H -4.904963 -0.549666 1.667967  0.49
C 6.042715 1.118657 -0.603533  -0.25
O 4.633062 1.076993 -0.750225  -0.73
H 6.496087 0.509276 -1.386466  0.17
H 6.394904 2.150355 -0.699743  0.15
H 6.325422 0.718284 0.374507  0.17
H 4.254319 1.624048 -0.045334  0.49
C -2.720934 1.459557 -5.704837  -0.25
O -2.224252 2.256780 -4.640920  -0.71
H -2.964774 0.471161 -5.318760  0.20
H -3.623131 1.918102 -6.121438  0.14
H -1.957117 1.365737 -6.481555  0.16
H -2.015461 3.123868 -5.007395  0.45
C -2.739231 -5.245946 1.848013  -0.25
O -4.152549 -5.309588 1.717465  -0.73
H -2.286980 -5.859073 1.068552  0.18
H -2.403712 -4.212248 1.734343  0.18
H -2.440564 -5.628928 2.827540  0.16
H -4.527167 -4.760238 2.416359  0.46
C -1.056430 -1.808484 -6.030936  -0.25
O -2.325931 -1.532037 -6.611575  -0.73
H -0.612420 -0.871685 -5.694375  0.21
H -1.178873 -2.476762 -5.175365  0.17
H -0.402616 -2.271656 -6.775190  0.15
H -2.697379 -2.373655 -6.900014  0.46
C 5.916687 0.781233 3.760724  -0.25
O 5.778215 -0.315364 2.869952  -0.73
H 6.921308 0.766363 4.184709  0.17
H 5.767497 1.718331 3.216982  0.16
H 5.183910 0.697635 4.567097  0.18
H 4.881454 -0.278112 2.509996  0.48
C 4.104536 1.247104 7.715507  -0.25
O 3.964527 0.151510 6.823742  -0.72
H 5.108947 1.228823 8.138635  0.18
H 3.957678 2.185581 7.174533  0.16
H 3.371339 1.163697 8.522197  0.16
H 3.070223 0.189923 6.463539  0.47

Cartesian forces (eV/Å) of the 2 atoms listed first:
-3.6 -2.5 -1.3
3.3 4.3 0.9

---

Entry 5:
Computed, not measured: 2 unconnected molecules or ions with the total composition C4H11NS, with wB97M-V/def2-TZVPD.

Orbital gap (eV): 9.4
Largest force on an atom (Eh/bohr): 0.11649
SMILES: C=NC.CSC
Lowest unoccupied orbital energy (Eh): 0.0356
Highest occupied orbital energy (Eh): -0.308
Energy relative to the best compared isomer or geometry (same formula, charge and spin) (eV): 2.5524

Each line ends with the natural charge from an NBO analysis.
CARTESIAN COORDINATES (ANGSTROEM)
C 0.607019 -1.511513 1.191365  -0.06
N -0.637735 -1.208325 1.426127  -0.39
C -0.915531 -0.988347 2.873804  -0.47
H 0.793868 -1.931793 0.212095  0.18
H 1.332429 -1.349591 1.860765  0.14
H -1.593520 -1.658667 3.407362  0.22
H -1.598477 -0.027966 2.870376  0.19
H -0.041002 -0.630087 3.501639  0.18
C 0.348944 2.083447 -0.927171  -0.74
S 1.360732 0.934363 -1.812290  0.17
C 0.189584 0.069925 -2.927248  -0.76
H 0.572504 3.087447 -1.222242  0.21
H 0.501541 1.979907 0.132782  0.22
H -0.636753 1.779156 -1.260107  0.23
H 0.332376 -1.111922 -2.788309  0.22
H -0.952561 0.219947 -2.546220  0.23
H 0.336582 0.264017 -3.992729  0.22

Cartesian forces (eV/Å) of the 2 atoms listed first:
-5.4 0.2 -2.5
2.0 -2.0 1.5